# 1
Molecular formula: C4H14IN3
Method: DFT, ωB97M-V/def2-TZVPD

The geometry in XYZ format:
```
22
C4H14IN3 ωB97M-V/def2-TZVPD
C -0.51354 -0.08406 1.23093
C 0.78051 1.19030 -0.61134
C 0.59658 -1.32475 -0.72945
C -0.12478 -0.03807 -0.29790
N -1.38218 0.10419 -1.01303
N -1.89190 -0.59726 1.32200
N 2.15152 1.16136 -0.02646
I -0.59320 -3.15613 -0.47438
H 0.16958 -0.72288 1.79070
H -0.49371 0.92212 1.65268
H 0.88645 1.26369 -1.69776
H 0.28104 2.09772 -0.26033
H 0.85043 -1.28448 -1.78716
H 1.49911 -1.49625 -0.14774
H -1.64024 1.06056 -1.22629
H -1.44364 -0.44989 -1.85955
H -1.92502 -1.61579 1.46661
H -2.23277 -0.39487 0.31050
H -2.46928 -0.13894 2.03217
H 2.13942 1.10392 1.00162
H 2.65334 2.02770 -0.28067
H 2.70226 0.37181 -0.39514
```

energy = -16925.8565 eV
largest force on an atom = 4.50 eV/A
HOMO energy (spin up / spin down) = -12.76 / -17.32 eV
spin multiplicity = 3
total charge = +2

# 2
Molecular formula: C4H14N2
Method: DFT, ωB97M-V/def2-TZVPD

The geometry in XYZ format:
```
20
C4H14N2 ωB97M-V/def2-TZVPD
N 0.02082 -0.84658 2.27951
C 0.74962 -2.05987 1.98325
C -1.05764 -0.57552 1.28990
H -0.47521 -1.02162 3.16274
H 0.21251 -2.98478 2.25282
H 1.67347 -2.00200 2.58306
H 1.02537 -2.11134 0.91652
H -0.74931 -0.41721 0.24278
H -1.54583 0.34344 1.65567
H -1.79062 -1.39920 1.32014
N -0.47691 1.76359 -1.90795
C 0.93299 2.16158 -1.88096
C -0.41821 0.37048 -1.42795
H -0.78095 1.84486 -2.88659
H 0.90149 3.26036 -1.97202
H 1.50661 1.75446 -2.73056
H 1.45657 1.90093 -0.94580
H -1.34113 -0.17466 -1.68804
H -0.27943 0.32572 -0.33463
H 0.43579 -0.13261 -1.91188
```

energy = -7352.6209 eV
energy above the lowest of the compared OMol25 structures with the same formula, charge and spin = 2.496 eV
SMILES string = CNC.CNC
largest force on an atom = 3.54 eV/A
HOMO energy = -8.76 eV

# 3
Molecular formula: C4H14N2
Method: DFT, ωB97M-V/def2-TZVPD

The geometry in XYZ format:
```
20
C4H14N2 ωB97M-V/def2-TZVPD
C -0.06027 -1.36256 1.92215
C 0.90056 -2.53421 1.78534
N 1.27180 -2.76272 0.38243
H 0.30700 -0.53310 1.32891
H -1.05285 -1.58134 1.53420
H -0.18102 -1.06756 2.96443
H 1.81689 -2.31357 2.33010
H 0.48629 -3.38003 2.33263
H 2.27086 -2.63258 0.28022
H 1.13672 -3.72810 0.10355
C -1.60494 2.96618 -1.82422
N -0.85979 1.69863 -2.00614
C 0.10754 1.43964 -0.93312
H -1.62476 3.26039 -0.77337
H -1.14092 3.77459 -2.38189
H -2.62950 2.82807 -2.15794
H -0.30574 1.88135 -2.83345
H 0.65091 2.35134 -0.65138
H 0.87071 0.75408 -1.30773
H -0.35948 0.94151 -0.09471
```

energy = -7354.3233 eV
energy above the lowest of the compared OMol25 structures with the same formula, charge and spin = 0.794 eV
SMILES string = CCN.CNC
largest force on an atom = 0.86 eV/A
HOMO energy = -8.80 eV

# 4
Molecular formula: C4H14N2O
Method: DFT, ωB97M-V/def2-TZVPD

The geometry in XYZ format:
```
21
C4H14N2O ωB97M-V/def2-TZVPD
C -0.85962 -0.47852 -1.20252
N -0.32918 -1.66799 -0.56098
C -0.22475 0.97664 -1.04552
C 0.28248 1.08985 0.39936
C -0.60864 1.34516 1.61916
N -2.08310 1.09852 1.32773
H -1.89152 -0.38399 -0.78230
H -0.89936 -0.70281 -2.35323
H 0.70666 -1.78377 -0.72194
H -0.41767 -1.55800 0.40189
H -0.77856 1.76833 -1.50481
H 0.60227 1.08040 -1.70214
H 1.17724 1.78887 0.38952
H 0.92534 0.22847 0.64449
H -0.10500 0.82704 2.39087
H -0.57885 2.40429 2.03935
H -2.76030 0.87295 2.20154
H -2.08206 0.66622 0.47626
H 3.03767 -1.58940 -1.39930
H 3.56141 -2.63582 -0.40363
O 3.10649 -1.82441 -0.45833
```

energy = -9399.6194 eV
energy above the lowest of the compared OMol25 structures with the same formula, charge and spin = 1.964 eV
largest force on an atom = 5.63 eV/A
HOMO energy (spin up / spin down) = 0.99 / -5.89 eV
spin multiplicity = 2
total charge = -1

# 5
Molecular formula: C4H14N2O
Method: DFT, ωB97M-V/def2-TZVPD

The geometry in XYZ format:
```
21
C4H14N2O ωB97M-V/def2-TZVPD
C -1.69120 -0.09687 -0.67553
C -0.25096 -0.62181 -0.56424
C 0.32329 -0.09672 0.82401
C 0.44124 1.41012 0.71396
N -0.69767 2.07998 1.40819
N -0.10834 -2.08771 -0.53840
H -1.76991 0.80503 -1.27985
H -2.00307 0.02668 0.37753
H -2.39253 -0.81495 -1.09043
H 0.35736 -0.26457 -1.41518
H -0.28618 -0.40436 1.67926
H 1.34145 -0.48204 0.97809
H 0.48544 1.65000 -0.33997
H 1.29708 1.81781 1.32076
H -0.48180 2.25524 2.37445
H -0.88731 2.91687 0.87965
H -0.55818 -2.49006 0.32559
H -0.54540 -2.53145 -1.34116
H 2.54021 -0.40456 -1.73452
H 2.06695 -1.61878 -0.83537
O 2.81952 -1.04786 -1.06685
```

energy = -9400.9089 eV
energy above the lowest of the compared OMol25 structures with the same formula, charge and spin = 0.674 eV
largest force on an atom = 2.90 eV/A
HOMO energy (spin up / spin down) = 1.30 / -5.65 eV
spin multiplicity = 2
total charge = -1

# 6
Molecular formula: C4H14N2O
Method: DFT, ωB97M-V/def2-TZVPD

The geometry in XYZ format:
```
21
C4H14N2O ωB97M-V/def2-TZVPD
N -0.94597 -1.71246 0.39202
C -0.07432 -0.98420 1.56456
C 1.12718 -0.22577 1.00459
N 0.66387 1.01384 0.24123
C 1.06310 1.34965 -1.15631
C 2.05326 2.48299 -1.23231
H -1.90874 -1.95607 0.87194
H -0.39891 -2.48904 0.03340
H 0.12226 -1.68655 2.42771
H -0.86637 -0.48265 2.13371
H 1.91239 0.01656 1.77426
H 1.62472 -1.01611 0.40096
H 0.46766 1.76921 0.88321
H 1.66288 0.48127 -1.44301
H 0.12181 1.11723 -1.59096
H 2.24947 2.83292 -0.16485
H 1.53537 3.36964 -1.63352
H 2.85223 2.34191 -1.93399
H -5.06246 -1.90157 -1.25050
H -3.65378 -1.93193 -0.73178
O -4.54566 -2.38888 -0.59037
```

energy = -9400.0850 eV
energy above the lowest of the compared OMol25 structures with the same formula, charge and spin = 3.522 eV
SMILES string = CCNCCN.O
largest force on an atom = 4.37 eV/A
HOMO energy = -8.15 eV

# 7
Molecular formula: C4H14N2O
Method: DFT, ωB97M-V/def2-TZVPD

The geometry in XYZ format:
```
21
C4H14N2O ωB97M-V/def2-TZVPD
N 0.22296 -1.22401 0.38877
C 1.89125 1.38785 0.62864
C 0.40732 1.25337 0.84895
C -0.30639 0.14836 -0.04803
C -1.85559 0.21404 -0.06681
N -2.38618 -1.04615 -0.72921
H -0.49031 -1.81462 -0.03300
H 0.00874 -1.28119 1.35903
H 2.19939 1.81655 -0.29909
H 2.52297 0.43219 0.55767
H 2.46592 1.92445 1.39840
H 0.14694 0.98324 1.94434
H -0.14801 2.26632 0.71851
H -0.02205 0.27492 -1.16066
H -2.11342 1.10734 -0.54898
H -2.23571 0.23879 0.94778
H -2.39562 -1.01987 -1.73268
H -3.51518 -1.02013 -0.62495
H 1.73338 -1.69224 -1.98383
H 1.63879 -1.57411 -0.36068
O 2.23080 -1.37511 -1.20416
```

energy = -9401.7815 eV
energy above the lowest of the compared OMol25 structures with the same formula, charge and spin = 1.825 eV
SMILES string = CC[C@@H](N)CN.O
largest force on an atom = 4.25 eV/A
HOMO energy = -9.75 eV

# 8
Molecular formula: C4H14N2O
Method: DFT, ωB97M-V/def2-TZVPD

The geometry in XYZ format:
```
21
C4H14N2O ωB97M-V/def2-TZVPD
C 0.33269 -1.79273 -0.17642
N 0.25438 -1.65221 -1.66845
C 0.44631 -0.45364 0.49467
C -0.57442 0.66856 0.18001
C -1.30855 1.07866 1.44464
N -0.45929 1.94710 2.28584
H -0.43604 -2.47449 0.22039
H 1.23955 -2.38343 0.06464
H -0.73845 -1.47507 -1.87340
H 0.39759 -2.55352 -2.11556
H 0.54025 -0.63215 1.58643
H 1.42931 0.04941 0.38068
H -0.02261 1.58929 -0.20610
H -1.35036 0.45943 -0.57814
H -1.71353 0.32177 2.11303
H -2.12488 1.75195 1.10826
H 0.39499 1.51277 2.63085
H -0.88849 2.33602 3.10510
H 1.19950 0.00051 -2.48762
H 1.72151 0.90115 -3.72836
O 1.66053 0.80061 -2.78049
```

energy = -9402.1750 eV
energy above the lowest of the compared OMol25 structures with the same formula, charge and spin = 1.432 eV
SMILES string = NCCCCN.O
largest force on an atom = 2.30 eV/A
HOMO energy = -8.98 eV

# 9
Molecular formula: C4H14N2O
Method: DFT, ωB97M-V/def2-TZVPD

The geometry in XYZ format:
```
21
C4H14N2O ωB97M-V/def2-TZVPD
C -0.72414 -0.81113 -0.96965
O -2.15534 -0.77763 -1.06532
C -0.47210 -0.27293 0.43830
C 0.99958 -0.02362 0.82905
C 1.91926 0.74311 -0.15314
N 1.62159 2.16128 -0.58490
N -1.14547 -1.14291 1.50337
H -0.40616 -1.86910 -1.10764
H -0.23787 -0.25782 -1.77818
H -2.35806 -1.26561 -1.86985
H -1.02451 0.70015 0.51985
H 1.53218 -0.98215 0.96910
H 0.99276 0.59908 1.75193
H 2.22785 0.20949 -1.03417
H 2.79684 0.74227 0.55035
H 0.63993 2.35211 -0.30242
H 1.63858 2.39263 -1.59949
H 2.29738 2.76700 -0.05498
H -1.87780 -1.70790 1.04126
H -0.46328 -1.65638 2.05615
H -1.74673 -0.68141 2.18570
```

energy = -9392.2974 eV
energy above the lowest of the compared OMol25 structures with the same formula, charge and spin = 2.272 eV
largest force on an atom = 1.87 eV/A
HOMO energy (spin up / spin down) = -6.94 / -14.95 eV
spin multiplicity = 2
total charge = +1

# 10
Molecular formula: C4H14N2O
Method: DFT, ωB97M-V/def2-TZVPD

The geometry in XYZ format:
```
21
C4H14N2O ωB97M-V/def2-TZVPD
C -0.60453 -1.04510 -1.26645
C 0.26471 0.19613 -0.68846
C -0.57063 1.09313 0.11615
C -1.05335 2.29499 -0.26926
N -0.70529 0.92325 1.56875
N 0.31584 -2.16052 -1.72402
H -1.16889 -1.31907 -0.42181
H -1.30848 -0.70771 -2.17861
H 0.93501 -0.41286 0.02943
H 0.96185 0.79663 -1.33717
H -1.45691 3.13681 0.23084
H -1.12930 2.54734 -1.29841
H -1.69076 0.89326 1.96343
H -0.25571 1.80209 2.07077
H -0.25933 -0.03155 1.94351
H 0.81981 -1.99003 -2.70450
H 0.98243 -2.30430 -0.96283
H -0.15362 -2.99459 -1.93899
H 2.48096 0.17363 1.71208
H 1.84813 -0.53240 3.03777
O 1.74803 -0.35913 2.11778
```

energy = -9384.3409 eV
energy above the lowest of the compared OMol25 structures with the same formula, charge and spin = 2.225 eV
largest force on an atom = 4.75 eV/A
HOMO energy = -18.09 eV
total charge = +2

# 11
Molecular formula: C4H14N2O2
Method: DFT, ωB97M-V/def2-TZVPD

The geometry in XYZ format:
```
22
C4H14N2O2 ωB97M-V/def2-TZVPD
N -0.32113 -1.78663 1.45820
C 1.02388 -1.59243 1.00008
C 1.29544 -1.50142 -0.48345
N 0.43625 -0.64205 -1.31664
C 0.46637 0.75710 -0.87536
C -0.59971 1.58811 -1.58734
O -1.20140 2.42312 -0.58338
H -0.87600 -0.95101 1.30949
H -0.79343 -2.56325 1.00057
H 1.73928 -2.35024 1.33040
H 1.43419 -0.76252 1.59123
H 2.33121 -1.34425 -0.79260
H 1.19441 -2.49856 -0.92490
H -0.51584 -0.91482 -1.04450
H 0.42459 0.93663 0.20009
H 1.43217 1.18813 -1.15407
H -0.13939 2.21484 -2.34808
H -1.35713 0.96412 -2.07025
H -1.99534 2.86095 -0.91244
H -1.79464 1.31912 1.40056
H -0.95410 1.67372 2.70205
O -1.22968 0.98137 2.10033
```

energy = -11449.2865 eV
energy above the lowest of the compared OMol25 structures with the same formula, charge and spin = 1.404 eV
SMILES string = NCCNCCO.O
largest force on an atom = 1.92 eV/A
HOMO energy = -8.80 eV

# 12
Molecular formula: C4H14N2O2
Method: DFT, ωB97M-V/def2-TZVPD

The geometry in XYZ format:
```
22
C4H14N2O2 ωB97M-V/def2-TZVPD
C -1.51411 0.41652 -1.57629
O -2.64322 1.21583 -1.18872
C -0.53245 0.21922 -0.43116
C 0.73183 -0.42722 -1.00259
C 1.76026 -0.88964 0.03386
N 1.28764 -1.94670 0.94058
N -0.18327 1.45921 0.24421
H -0.98302 1.08833 -2.26056
H -1.86088 -0.46138 -2.11620
H -3.06690 0.82697 -0.43655
H -0.88529 -0.49380 0.32137
H 1.19121 0.27321 -1.71235
H 0.51093 -1.30876 -1.61172
H 2.11085 -0.10258 0.70212
H 2.63641 -1.30213 -0.46401
H 0.69194 -1.59109 1.67809
H 0.82456 -2.68584 0.41933
H 0.72063 1.81742 0.00090
H -0.92714 2.15437 0.24922
H -0.49040 0.77327 3.27514
H 0.28305 0.55718 1.98488
O 0.33736 0.40759 2.95046
```

energy = -11450.0308 eV
energy above the lowest of the compared OMol25 structures with the same formula, charge and spin = 0.659 eV
SMILES string = NCC[C@@H](N)CO.O
largest force on an atom = 1.65 eV/A
HOMO energy = -9.14 eV

What is the energy in the fourth record? -9399.6194 eV

Which of these has the highest energy? number 2